Here is 6 unconnected molecules or ions with the total composition H12O6 in a non-equilibrium geometry from the Open Molecules 2025 dataset. Energies are from wB97M-V/def2-TZVPD.

Summary:
* SMILES string: O.O.O.O.O.O
* 2S+1: 1
* relative energy (zero: lowest compared OMol25 entry of this formula, charge and spin): 2.637 eV
* frontier orbital gap: 11.67 eV
* HOMO: -11.4 eV
* LUMO level: 0.229 eV
* total charge: 0

Last columns: bonded neighbours and bond lengths (Å).
Cartesian coordinates (Å):
1 O 0.84 -0.06 0.24  H2 1.027, H3 0.942
2 H 1.85 -0.22 0.24  O1 1.027
3 H 0.40 -0.37 1.01  O1 0.942
4 O 4.25 0.83 0.91  H5 0.974, H6 0.921
5 H 4.67 -0.02 1.08  O4 0.974
6 H 3.50 0.65 1.42  O4 0.921
7 O -4.68 -1.40 0.88  H8 1.015, H9 0.960
8 H -4.87 -1.89 1.75  O7 1.015
9 H -3.79 -1.03 0.87  O7 0.960
10 O 2.82 -2.46 -1.08  H11 0.952, H12 0.907
11 H 2.40 -1.63 -0.89  O10 0.952
12 H 3.45 -2.21 -1.69  O10 0.907
13 O -1.19 4.11 -0.81  H14 0.969, H15 0.949
14 H -0.70 4.86 -0.45  O13 0.969
15 H -1.33 3.52 -0.07  O13 0.949
16 O -2.23 -0.81 -1.11  H17 0.909, H18 0.964
17 H -2.86 -0.31 -0.69  O16 0.909
18 H -2.54 -1.56 -1.63  O16 0.964